[1]
Density functional theory data (ωB97M-V with the def2-TZVPD basis set) for a molecular structure, C6H13N3.

Structure (XYZ):
```
22
Properties=species:S:1:pos:R:3:forces:R:3
C 2.607 0.191 -0.038 -0.1 0.0 -0.1
C -0.168 2.367 0.252 0.0 -0.2 -0.1
C -1.818 -0.202 -1.266 0.2 0.1 0.3
C 1.130 0.098 -0.052 -0.2 0.0 0.3
C 0.076 0.912 0.115 0.0 -0.2 0.1
C -0.886 -0.250 -0.069 0.1 0.1 -0.2
N 0.667 -2.277 0.269 0.0 0.0 0.2
N -1.601 -0.611 1.114 0.0 0.0 0.1
N 0.377 -1.065 -0.374 -0.1 -0.3 -0.5
H 0.212 -3.032 -0.237 0.1 0.2 0.1
H 0.347 -2.293 1.244 0.0 0.0 -0.2
H -1.008 -0.581 1.936 -0.1 0.0 0.0
H -2.035 -1.524 1.031 0.0 0.0 0.1
H 2.919 1.163 0.335 0.1 0.0 0.0
H 3.022 -0.594 0.592 0.1 0.0 0.0
H 2.996 0.051 -1.045 0.1 0.0 -0.1
H 0.769 2.890 0.425 0.0 0.1 0.0
H -0.845 2.559 1.084 0.0 0.1 0.0
H -0.629 2.765 -0.653 0.0 0.1 0.0
H -2.296 -1.168 -1.412 -0.1 -0.1 -0.1
H -2.585 0.548 -1.095 -0.1 0.1 0.0
H -1.250 0.050 -2.156 0.0 0.0 -0.1
```
Positions in Å, forces in eV/Å.

Output
net charge = 0
frontier orbital gap = 0.3213 Eh
E_LUMO = 0.0360 Eh
relative energy (zero: lowest compared OMol25 entry of this formula, charge and spin) = 188.2 kJ/mol
highest occupied orbital energy = -7.76 eV

Here are the Mulliken charges for atoms 1 to 4, given in e: -1.1633, -1.4128, -1.6115, 0.3547

=====

[2]
Density functional theory data (ωB97M-V with the def2-TZVPD basis set) for 2 unconnected molecules or ions with the total composition C6H13N3 in a non-equilibrium geometry.

Structure (XYZ):
```
22
Properties=species:S:1:pos:R:3:forces:R:3
C 0.057 -2.117 1.485 -0.2 -3.4 2.0
C -0.725 1.891 1.372 -0.8 -1.1 -0.4
C -2.057 1.377 1.855 -1.2 -0.4 -2.0
C -0.262 -0.688 -2.026 2.2 0.8 -0.5
C 2.176 -0.123 -1.487 0.1 0.5 -0.9
C 0.717 0.248 -1.256 0.5 0.8 -1.6
N -0.704 -1.728 0.630 -1.5 0.3 -0.7
N 0.151 1.314 0.682 1.0 0.7 -0.7
N 0.573 0.246 0.137 -1.3 -1.0 2.3
H -0.283 -2.970 2.179 -0.2 1.0 -0.4
H 1.108 -2.068 1.598 1.3 1.1 -0.2
H -0.350 2.811 1.694 -0.1 1.7 0.7
H -1.812 0.949 2.793 -0.5 0.1 1.6
H -2.953 2.127 1.796 2.0 -1.3 0.5
H -2.329 0.447 1.284 0.1 1.0 0.1
H 0.001 -1.728 -1.727 -1.0 0.7 -0.2
H -1.150 -0.208 -1.706 -1.8 -0.9 -0.1
H -0.110 -0.567 -3.145 -0.2 0.0 1.3
H 2.597 -0.002 -0.465 0.7 -0.3 -1.2
H 2.524 0.576 -2.270 0.6 -0.1 0.7
H 2.303 -1.113 -1.970 -0.1 0.2 0.8
H 0.527 1.325 -1.455 0.2 -0.5 -1.2
```
Positions in Å, forces in eV/Å.

Output
net charge = 0
frontier orbital gap (spin up / spin down) = 0.2847 / 0.3130 Eh
E_LUMO (spin up / spin down) = 0.0389 / -0.0105 Eh
<S²> = 2.0159
relative energy (zero: lowest compared OMol25 entry of this formula, charge and spin) = 51.6 kJ/mol
highest occupied orbital energy (spin up / spin down) = -6.69 / -8.80 eV
2S+1 = 3

Here are the Mulliken charges for atoms 1 to 4, given in e: -0.2327, -0.0609, -0.8886, -1.4131

=====

[3]
Density functional theory data (ωB97M-V with the def2-TZVPD basis set) for a gas-phase ion, C6H13N3S (charge +2) in a non-equilibrium geometry.

Structure (XYZ):
```
23
Properties=species:S:1:pos:R:3:forces:R:3
C -3.459 -1.507 0.881 -1.3 -2.2 3.3
C -1.558 -0.813 -0.694 -0.9 -0.7 0.5
C 0.428 0.557 -1.637 -5.4 -1.0 -1.6
C 2.411 0.174 -0.299 -0.5 -0.8 1.6
C 1.407 1.115 -0.828 4.7 0.9 2.5
C 0.012 -0.161 1.646 1.1 -0.3 3.0
N -2.527 -1.231 0.065 1.6 1.2 -1.7
N -0.591 0.072 -0.489 1.5 1.9 -2.5
N -0.115 0.753 0.621 -3.0 1.6 -0.2
S 3.332 1.007 -1.527 0.4 1.4 -0.6
H -3.417 -2.503 1.470 0.2 0.9 -1.2
H -4.475 -1.141 1.033 0.3 0.8 -0.4
H -1.536 -1.202 -1.687 0.5 -0.6 -0.9
H -0.150 1.294 -2.202 0.2 -0.1 -0.2
H 0.682 -0.266 -2.268 0.3 -0.6 -0.4
H 2.299 -0.872 -0.562 -0.2 -0.1 0.0
H 2.771 0.273 0.723 0.0 0.2 -0.2
H 1.220 2.065 -0.350 0.9 0.2 -0.5
H -0.888 -0.596 1.950 -1.5 -0.8 0.5
H 0.696 -0.933 1.361 0.6 -0.5 0.1
H 0.350 0.414 2.501 0.5 -0.3 0.4
H -0.697 1.591 0.903 0.4 -1.1 -0.7
H 3.804 1.910 -0.609 -0.2 0.0 -0.8
```
Positions in Å, forces in eV/Å.

Output
net charge = +2
frontier orbital gap (spin up / spin down) = 0.2047 / 0.2506 Eh
E_LUMO (spin up / spin down) = -0.3067 / -0.4128 Eh
<S²> = 2.0260
relative energy (zero: lowest compared OMol25 entry of this formula, charge and spin) = 371.2 kJ/mol
highest occupied orbital energy (spin up / spin down) = -13.92 / -18.05 eV
2S+1 = 3

Here are the Mulliken charges for atoms 1 to 4, given in e: -0.3780, 0.1165, -0.9704, -0.5998

=====

[4]
Density functional theory data (ωB97M-V with the def2-TZVPD basis set) for a molecular structure, C6H13N3Si in a non-equilibrium geometry.

Structure (XYZ):
```
23
Properties=species:S:1:pos:R:3:forces:R:3
C 1.978 0.945 -0.747 0.7 -0.9 0.2
C 3.497 -0.035 0.220 1.1 0.3 0.6
C -2.080 1.775 0.213 2.8 -0.9 1.8
C -0.435 -0.689 1.727 -1.3 -0.3 0.6
C -0.720 -2.224 -1.015 1.1 1.4 1.4
C -1.476 0.829 -0.854 0.0 0.4 -2.3
N 3.263 1.092 -0.505 -0.6 -0.3 0.4
N 1.455 -0.200 -0.274 -0.5 0.4 -0.4
N 2.485 -0.850 0.381 -0.8 0.0 0.1
Si -0.415 -0.567 -0.162 1.6 -1.2 0.7
H 1.397 1.620 -1.267 -1.0 1.3 -1.0
H 4.453 -0.129 0.760 -0.6 -0.5 -0.6
H -2.680 2.512 -0.235 -0.7 1.1 -0.4
H -2.652 1.221 0.976 0.0 0.2 -0.4
H -1.163 2.242 0.835 -2.2 -0.7 -1.5
H -0.639 -1.625 2.345 0.7 0.9 -1.3
H 0.394 -0.107 2.120 0.4 -0.4 0.1
H -1.275 -0.066 2.008 -0.5 0.2 0.2
H -0.297 -2.909 -0.284 0.3 -0.4 -0.4
H -1.743 -2.428 -1.089 -1.7 -0.3 -0.2
H -0.274 -2.237 -1.983 0.5 -0.3 -0.6
H -0.802 1.472 -1.548 -1.1 -1.0 1.0
H -2.271 0.355 -1.622 1.6 1.0 1.9
```
Positions in Å, forces in eV/Å.

Output
net charge = 0
frontier orbital gap = 0.3811 Eh
E_LUMO = 0.0246 Eh
relative energy (zero: lowest compared OMol25 entry of this formula, charge and spin) = 0.0 kJ/mol
highest occupied orbital energy = -9.70 eV

Here are the Mulliken charges for atoms 1 to 4, given in e: -0.0791, -0.0670, -1.1439, -1.0030

=====

[5]
Density functional theory data (ωB97M-V with the def2-TZVPD basis set) for a gas-phase ion, C6H13N4 (charge +1) in a non-equilibrium geometry.

Structure (XYZ):
```
23
Properties=species:S:1:pos:R:3:forces:R:3
C 0.524 -1.624 1.299 -0.9 0.1 0.3
C -0.795 -1.124 0.609 0.0 -0.6 0.0
C -0.792 -1.400 -0.927 0.4 0.0 0.2
C -1.185 0.338 1.010 0.3 -0.6 -0.5
C -0.782 1.450 -0.003 -0.9 0.4 1.6
N 0.610 1.369 -0.500 -2.1 0.2 0.5
C 1.774 1.428 0.106 0.4 -0.5 -1.6
N 2.721 1.259 -0.884 -0.5 0.2 1.7
N 2.094 1.129 -1.992 0.4 -0.1 -1.8
N 0.815 1.207 -1.802 0.8 0.1 1.5
H 1.231 -0.806 1.519 -0.1 -0.4 -0.3
H 0.231 -2.044 2.279 0.4 0.2 -0.4
H 0.992 -2.435 0.721 0.0 0.4 0.2
H -1.588 -1.775 1.024 0.3 0.5 -0.2
H -1.502 -0.757 -1.482 0.3 -0.3 0.2
H -1.065 -2.447 -1.145 0.0 0.5 0.2
H 0.237 -1.292 -1.329 -0.6 0.1 0.0
H -2.288 0.378 1.076 0.5 0.3 0.0
H -0.771 0.553 2.009 -0.2 0.0 -0.4
H -0.889 2.419 0.523 0.2 -0.4 -0.4
H -1.503 1.480 -0.833 0.7 -0.1 0.0
H 1.889 1.547 1.182 0.2 0.0 -0.5
H 0.042 1.145 -2.461 0.4 -0.1 -0.2
```
Positions in Å, forces in eV/Å.

Output
structure (SMILES) = CC(C)CCn1cnn[nH+]1
net charge = +1
frontier orbital gap = 0.3857 Eh
E_LUMO = -0.1668 Eh
relative energy (zero: lowest compared OMol25 entry of this formula, charge and spin) = 262.6 kJ/mol
highest occupied orbital energy = -15.03 eV

Here are the Mulliken charges for atoms 1 to 4, given in e: -1.2460, 0.6012, -1.4163, -0.7782

=====

[6]
Density functional theory data (ωB97M-V with the def2-TZVPD basis set) for 2 unconnected molecules or ions with the total composition C6H13NO.

Structure (XYZ):
```
21
Properties=species:S:1:pos:R:3:forces:R:3
C 3.845 -0.926 0.201 -0.4 -0.4 -0.5
C 2.346 -0.942 0.179 -0.6 -0.2 -0.2
C 1.586 -0.006 0.737 0.8 0.1 0.2
C 0.127 0.147 0.738 -0.2 0.0 -0.1
C -0.609 0.704 -0.221 0.1 -0.5 0.2
N -2.017 0.872 -0.130 0.9 -0.3 0.1
C -2.548 1.806 -1.092 -0.4 0.4 0.1
H 4.216 -0.264 0.968 0.2 0.1 0.2
H 4.209 -0.582 -0.770 0.1 0.1 0.0
H 4.250 -1.932 0.314 0.0 0.0 0.3
H 1.841 -1.762 -0.331 0.2 0.1 -0.2
H 2.153 0.706 1.331 -0.1 0.4 0.1
H -0.376 -0.170 1.637 -0.2 -0.1 0.3
H -0.137 1.019 -1.148 -0.2 0.0 0.0
H -2.233 1.124 0.825 -0.3 0.0 -0.1
H -2.048 2.780 -1.056 -0.1 0.1 0.0
H -2.425 1.414 -2.097 -0.1 -0.1 -0.1
H -3.613 1.936 -0.892 0.1 0.1 -0.2
O -2.527 -2.126 0.136 -0.1 -0.2 0.0
H -3.140 -2.538 0.752 0.0 0.0 -0.1
H -2.900 -1.261 -0.079 0.2 0.1 0.1
```
Positions in Å, forces in eV/Å.

Output
structure (SMILES) = C/C=C/C=C/NC.O
net charge = 0
frontier orbital gap = 0.3345 Eh
E_LUMO = 0.0345 Eh
relative energy (zero: lowest compared OMol25 entry of this formula, charge and spin) = 208.9 kJ/mol
highest occupied orbital energy = -8.16 eV

Here are the Mulliken charges for atoms 1 to 4, given in e: -1.1227, 0.0921, -0.6134, -0.4460

=====

[7]
Density functional theory data (ωB97M-V with the def2-TZVPD basis set) for 3 unconnected molecules or ions with the total composition C6H13NO in a non-equilibrium geometry.

Structure (XYZ):
```
21
Properties=species:S:1:pos:R:3:forces:R:3
C 0.885 0.909 1.452 0.8 -0.1 0.3
C 1.175 0.233 0.345 2.1 -2.1 1.2
C 2.033 0.753 -0.767 -0.3 0.4 -0.3
H 1.251 1.915 1.618 -0.4 0.4 -0.2
H 0.522 0.408 2.341 -0.3 0.0 -0.2
H 1.286 -0.998 0.532 -0.1 4.5 -0.6
H 1.459 0.849 -1.692 0.1 0.1 -0.1
H 2.467 1.727 -0.524 -0.1 0.0 -0.1
H 2.850 0.063 -0.984 0.0 0.0 0.1
C -0.386 -1.458 -1.513 1.0 0.9 0.0
C -0.117 -1.611 -0.039 -0.1 -5.9 0.5
O 0.776 -2.428 0.397 -2.1 0.4 -1.2
H -0.779 -2.417 -1.857 -0.1 0.0 0.3
H 0.541 -1.285 -2.055 0.0 0.0 -0.1
H -1.086 -0.663 -1.743 -0.2 0.1 0.1
H -1.044 -1.630 0.556 0.4 1.2 0.2
C -2.358 1.374 0.491 -0.1 0.4 -0.1
N -1.943 0.394 1.162 -0.5 -0.1 0.1
H -3.206 2.035 0.708 0.0 -0.3 0.2
H -1.820 1.642 -0.415 0.2 0.0 -0.1
H -2.505 0.189 1.987 -0.2 0.3 0.0
```
Positions in Å, forces in eV/Å.

Output
structure (SMILES) = C=CC.CC=O.C=N
net charge = 0
frontier orbital gap = 0.3390 Eh
E_LUMO = 0.0170 Eh
relative energy (zero: lowest compared OMol25 entry of this formula, charge and spin) = 566.7 kJ/mol
highest occupied orbital energy = -8.76 eV

Here are the Mulliken charges for atoms 1 to 4, given in e: -1.0027, 0.5672, -1.3063, 0.3147

=====

[8]
Density functional theory data (ωB97M-V with the def2-TZVPD basis set) for a molecular structure, C6H13NO in a non-equilibrium geometry.

Structure (XYZ):
```
21
Properties=species:S:1:pos:R:3:forces:R:3
O 2.392 -1.029 0.051 1.6 2.3 -1.3
C 2.210 0.157 -0.359 -3.7 -5.6 1.2
C 1.481 1.134 0.475 0.5 -0.6 -2.1
N 0.310 1.608 -0.186 0.7 1.6 0.6
C -0.958 1.050 0.432 1.0 1.3 -0.6
C -1.305 -0.410 0.135 0.2 0.0 -0.5
C -0.718 -1.428 1.107 0.2 -0.9 -0.9
C -0.911 -0.723 -1.341 -1.2 -0.9 1.1
H 2.713 1.300 0.043 -0.3 3.4 1.5
H 1.283 1.317 1.533 1.5 -1.2 0.2
H 2.177 0.430 -1.488 0.5 -0.3 1.6
H 0.607 1.984 -1.075 -1.8 -0.3 -0.4
H -0.786 1.240 1.491 -0.1 -0.3 0.2
H -1.796 1.718 0.200 0.3 -0.1 -0.4
H -2.395 -0.471 0.172 0.0 0.0 0.0
H -0.843 -2.415 0.627 0.3 0.2 0.1
H -1.228 -1.601 2.062 0.3 0.9 0.0
H 0.365 -1.254 1.156 -0.2 -0.3 0.6
H -1.687 -0.247 -1.936 0.6 0.3 -0.6
H 0.120 -0.568 -1.606 0.1 0.7 -0.1
H -1.031 -1.791 -1.494 -0.3 -0.3 0.0
```
Positions in Å, forces in eV/Å.

Output
net charge = 0
frontier orbital gap = 0.3101 Eh
E_LUMO = 0.0136 Eh
relative energy (zero: lowest compared OMol25 entry of this formula, charge and spin) = 545.4 kJ/mol
highest occupied orbital energy = -8.07 eV

Here are the Mulliken charges for atoms 1 to 4, given in e: -0.5872, -0.1481, -0.3511, -0.2805

=====

[9]
Density functional theory data (ωB97M-V with the def2-TZVPD basis set) for 2 unconnected molecules or ions with the total composition C6H13NO in a non-equilibrium geometry.

Structure (XYZ):
```
21
Properties=species:S:1:pos:R:3:forces:R:3
C -2.171 -0.671 0.659 0.6 0.4 -3.0
C -1.103 -0.411 1.616 2.3 1.6 -0.6
C -0.210 0.886 1.483 -1.1 -1.4 0.3
O -1.150 0.654 2.514 -0.4 0.3 1.2
H -2.914 0.122 0.639 -0.1 0.1 0.2
H -2.646 -1.636 0.792 -0.1 -0.1 0.0
H -1.562 -0.588 -0.510 -2.0 -0.9 3.0
H -0.520 -1.269 1.948 -0.1 0.0 0.2
H 0.825 0.890 1.814 0.0 -0.1 0.0
H -0.510 1.702 0.834 0.0 -0.1 -0.2
C 1.499 1.210 -1.255 -0.2 0.3 0.5
C 0.660 -0.019 -1.066 -0.8 -0.5 -1.8
C 1.374 -1.246 -0.589 -0.2 0.1 0.5
N -0.531 -0.176 -1.552 1.8 0.3 -0.2
H 2.003 1.484 -0.319 -0.1 0.0 -0.2
H 2.279 1.014 -1.989 0.0 -0.1 -0.1
H 0.902 2.058 -1.596 0.0 -0.1 0.0
H 2.079 -1.578 -1.353 0.0 0.0 0.0
H 0.665 -2.049 -0.392 0.0 0.0 -0.1
H 1.937 -1.036 0.319 0.1 0.0 0.0
H -0.905 0.659 -1.997 0.1 0.3 0.1
```
Positions in Å, forces in eV/Å.

Output
structure (SMILES) = C[C@H]1CO1.CC(C)=N
net charge = 0
frontier orbital gap = 0.3458 Eh
E_LUMO = 0.0303 Eh
relative energy (zero: lowest compared OMol25 entry of this formula, charge and spin) = 352.3 kJ/mol
highest occupied orbital energy = -8.59 eV

Here are the Mulliken charges for atoms 1 to 4, given in e: -1.2092, 0.3326, -0.5470, -0.4626

=====

[10]
Density functional theory data (ωB97M-V with the def2-TZVPD basis set) for a single C6H13NO molecule in a non-equilibrium geometry.

Structure (XYZ):
```
21
Properties=species:S:1:pos:R:3:forces:R:3
C -1.289 0.248 -2.626 0.2 0.0 -0.3
C -1.111 -0.900 -1.636 0.2 -0.1 0.0
C -0.510 -0.440 -0.307 -0.1 0.2 -0.6
N 0.936 -0.233 -0.457 -0.2 -0.4 1.2
C 1.557 0.476 0.690 0.6 -0.4 -1.1
C 1.139 -0.021 2.070 -1.0 -0.2 0.7
C 0.080 0.869 2.705 0.3 0.1 -0.2
O 0.312 2.005 3.023 0.0 0.1 0.1
H -0.600 1.061 -2.394 0.1 0.0 0.0
H -1.072 -0.064 -3.654 -0.1 0.0 0.2
H -2.291 0.661 -2.618 -0.3 0.1 0.1
H -0.451 -1.645 -2.097 0.0 0.0 0.3
H -2.045 -1.418 -1.430 -0.2 0.0 -0.1
H -0.937 0.529 -0.064 -0.2 0.2 0.2
H -0.823 -1.139 0.483 0.3 0.0 0.1
H 1.345 -1.160 -0.414 0.1 -0.1 -0.5
H 2.628 0.298 0.564 0.0 0.2 0.1
H 1.408 1.538 0.524 -0.2 0.2 0.4
H 0.726 -1.031 2.002 0.1 0.0 -0.2
H 1.944 -0.106 2.795 0.3 0.3 -0.1
H -0.944 0.472 2.841 0.0 -0.2 0.0
```
Positions in Å, forces in eV/Å.

Output
structure (SMILES) = CCCNCCC=O
net charge = 0
frontier orbital gap = 0.3803 Eh
E_LUMO = 0.0352 Eh
relative energy (zero: lowest compared OMol25 entry of this formula, charge and spin) = 155.6 kJ/mol
highest occupied orbital energy = -9.39 eV

Here are the Mulliken charges for atoms 1 to 4, given in e: -1.1556, -0.3929, -0.7846, -0.3495

=====

[11]
Density functional theory data (ωB97M-V with the def2-TZVPD basis set) for 2 unconnected molecules or ions with the total composition C6H13NO in a non-equilibrium geometry.

Structure (XYZ):
```
21
Properties=species:S:1:pos:R:3:forces:R:3
C -2.476 1.252 0.570 0.4 0.0 0.6
C -1.147 1.357 0.511 -1.0 -0.6 -0.5
C -0.365 0.286 -0.176 0.2 -0.5 -0.7
N -0.610 -1.068 0.251 0.2 0.3 -0.4
C 0.465 0.443 -1.229 -0.6 2.1 1.6
C 1.451 -0.574 -1.573 0.6 -2.0 -0.7
C 0.612 1.863 -1.773 -0.1 -0.4 0.5
H -3.102 1.914 1.154 0.1 0.2 -0.2
H -2.953 0.393 0.134 -0.3 -0.1 -0.2
H -0.681 2.179 1.018 0.5 0.4 0.0
H -0.721 -1.120 1.250 -0.6 -0.2 0.0
H -1.393 -1.455 -0.285 0.4 0.0 0.7
H 1.091 -1.289 -2.339 0.1 0.3 0.1
H 1.669 -1.224 -0.694 0.0 0.6 -0.6
H 2.365 -0.139 -1.994 -0.1 0.0 0.2
H 1.406 2.360 -1.193 -0.2 0.1 -0.2
H 0.891 1.914 -2.826 -0.1 -0.1 0.0
H -0.342 2.382 -1.607 0.4 0.1 -0.2
O 1.374 -3.402 3.911 0.0 0.3 -0.3
H 1.924 -2.746 3.463 0.1 -0.2 0.2
H 0.544 -3.325 3.428 -0.1 -0.2 0.1
```
Positions in Å, forces in eV/Å.

Output
structure (SMILES) = C=CC(N)=C(C)C.O
net charge = 0
frontier orbital gap = 0.3255 Eh
E_LUMO = 0.0219 Eh
relative energy (zero: lowest compared OMol25 entry of this formula, charge and spin) = 222.8 kJ/mol
highest occupied orbital energy = -8.26 eV

Here are the Mulliken charges for atoms 1 to 4, given in e: -0.6696, -0.5568, -0.0275, -0.5370